C2H2ClNS2 | the ωB97M-V functional and the def2-TZVPD basis

## Properties
Spin multiplicity: 1
Total energy in eV: -37784.95940
Energy above the lowest of the compared OMol25 structures with the same formula, charge and spin in kJ/mol: 248.1
Max |F| in Eh/bohr: 0.044

Each line ends with the natural charge from an NBO analysis.
Cartesian coordinates (Å):
1 S 2.595 -2.252 -0.095  0.315
2 N 3.732 -1.275 0.267  -0.811
3 S 4.596 -0.089 0.372  0.843
4 Cl 3.657 1.749 -0.237  -0.343
5 C 0.222 0.138 -0.999  -0.202
6 C 0.395 0.345 0.177  -0.240
7 H -0.243 -0.034 -1.889  0.214
8 H 1.053 0.226 0.997  0.224



C29H46FeN4 | the ωB97M-V functional and the def2-TZVPD basis

## Properties
Spin multiplicity: 2
Total charge: +1
Total energy in eV: -71161.54802
Energy above the lowest of the compared OMol25 structures with the same formula, charge and spin in kJ/mol: 23.7
Max |F| in Eh/bohr: 0.035

Each line ends with the Löwdin charge.
Cartesian coordinates (Å):
1 Fe -0.284 0.591 -0.391  0.571
2 C -0.185 -4.574 -2.993  -0.054
3 C -0.432 -3.918 -1.634  -0.386
4 C -0.296 -4.946 -0.506  -0.054
5 C -1.801 -3.240 -1.539  -0.133
6 C -2.918 -4.059 -1.665  -0.027
7 C -4.192 -3.589 -1.409  -0.047
8 C -4.353 -2.304 -0.931  -0.031
9 C -3.264 -1.447 -0.783  -0.142
10 C -3.517 -0.084 -0.183  -0.394
11 C -4.268 0.836 -1.150  -0.050
12 C -4.256 -0.197 1.152  -0.056
13 C -2.007 -1.889 -1.195  -0.111
14 N -0.887 -0.959 -1.310  -0.002
15 C -0.160 -1.142 -2.382  -0.136
16 C 1.074 -0.426 -2.402  -0.128
17 N 1.285 0.336 -1.361  -0.022
18 C 2.643 0.871 -1.296  -0.119
19 C 2.891 2.244 -1.204  -0.139
20 C 4.205 2.684 -1.347  -0.028
21 C 5.247 1.794 -1.518  -0.047
22 C 4.992 0.436 -1.499  -0.027
23 C 3.697 -0.056 -1.375  -0.139
24 C 3.527 -1.564 -1.196  -0.384
25 C 4.133 -2.361 -2.352  -0.055
26 C 4.138 -1.994 0.141  -0.051
27 C 1.804 3.279 -1.024  -0.392
28 C 1.396 3.900 -2.362  -0.046
29 C 2.208 4.360 -0.019  -0.064
30 H 0.813 -5.014 -3.025  0.084
31 H -0.269 -3.864 -3.819  0.074
32 H -0.903 -5.375 -3.181  0.081
33 H 0.350 -3.179 -1.475  0.102
34 H -1.018 -5.757 -0.619  0.080
35 H -0.460 -4.486 0.470  0.084
36 H 0.702 -5.387 -0.513  0.082
37 H -2.780 -5.095 -1.952  0.116
38 H -5.050 -4.236 -1.540  0.114
39 H -5.342 -1.957 -0.657  0.116
40 H -2.542 0.356 0.022  0.055
41 H -5.174 0.352 -1.514  0.089
42 H -3.662 1.083 -2.026  0.088
43 H -4.580 1.766 -0.661  0.084
44 H -5.279 -0.544 1.009  0.082
45 H -4.316 0.775 1.647  0.077
46 H -3.760 -0.900 1.825  0.092
47 H -0.436 -1.805 -3.193  0.123
48 H 1.792 -0.558 -3.205  0.136
49 H 4.413 3.747 -1.322  0.115
50 H 6.259 2.157 -1.642  0.113
51 H 5.818 -0.262 -1.571  0.116
52 H 2.467 -1.805 -1.151  0.102
53 H 5.218 -2.251 -2.388  0.079
54 H 3.738 -2.040 -3.319  0.079
55 H 3.917 -3.424 -2.233  0.082
56 H 5.212 -1.801 0.162  0.083
57 H 3.986 -3.063 0.305  0.083
58 H 3.687 -1.452 0.976  0.076
59 H 0.938 2.761 -0.627  0.062
60 H 2.270 4.309 -2.873  0.090
61 H 0.687 4.723 -2.221  0.083
62 H 0.941 3.161 -3.026  0.083
63 H 2.945 5.045 -0.441  0.081
64 H 2.638 3.931 0.888  0.088
65 H 1.346 4.968 0.263  0.072
66 N 0.178 0.305 1.652  -0.006
67 C 0.068 1.570 2.417  -0.209
68 C -1.314 2.196 2.220  -0.167
69 C -1.343 3.209 1.085  -0.203
70 N -1.361 2.519 -0.234  0.010
71 H -0.435 -0.395 2.057  0.107
72 H 1.118 -0.066 1.742  0.099
73 H 0.839 2.237 2.024  0.110
74 H 0.283 1.425 3.477  0.120
75 H -1.649 2.669 3.144  0.123
76 H -2.037 1.403 2.006  0.091
77 H -0.440 3.816 1.123  0.098
78 H -2.190 3.890 1.183  0.124
79 H -1.075 3.164 -0.963  0.094
80 H -2.317 2.266 -0.462  0.061



> Which of these has the lowest max |F|?

C29H46FeN4



> Look up the total energy of the second one.

-71161.54802 eV



> The highest spin multiplicity belongs to which entry?

C29H46FeN4